{"formula": "C5H7NO2", "method": "ωB97M-V with the def2-TZVPD basis set", "species": ["C", "C", "C", "C", "C", "O", "N", "O", "H", "H", "H", "H", "H", "H", "H"], "coordinates": [[-2.3957, -0.0854, -0.4082], [-1.0126, 0.1974, -0.4383], [0.0170, -0.0833, 0.6820], [1.0514, -1.2668, 0.1749], [2.0348, -0.1792, 0.0369], [2.9474, -0.0399, -0.7666], [1.1439, 0.8657, 0.5958], [0.6731, 2.0468, -0.1864], [-2.7999, -0.2264, 0.6690], [-3.0926, -0.1656, -1.2442], [-0.5067, 0.0746, -1.3574], [-0.6660, -0.1520, 1.6331], [0.5938, -1.6585, -0.8708], [1.3389, -1.9735, 0.9587], [0.6731, 2.6463, 0.5216]], "mulliken_charge": [-0.73, -0.31, 0.06, -0.43, 0.42, -0.52, -0.11, -0.37, 0.15, 0.29, 0.40, 0.29, 0.23, 0.28, 0.34], "orbital_gap_ev": 10.11, "total_charge": 0, "de_lowest_kj_mol": 476.5}

=====

{"formula": "C5H7NO2", "method": "ωB97M-V with the def2-TZVPD basis set", "species": ["O", "C", "C", "C", "C", "N", "H", "H", "H", "C", "O", "H", "H", "H", "H"], "coordinates": [[1.5867, 2.0304, 0.8788], [0.6202, 1.2939, 1.0044], [-0.3722, 1.3998, 2.1305], [-1.2420, 0.4044, 1.9014], [-0.7679, -0.4050, 0.7115], [0.2538, 0.1637, 0.2447], [-0.5231, 2.0174, 3.0316], [-2.0887, 0.2446, 2.5166], [-1.3383, -1.1970, 0.2372], [0.8689, -1.2495, -2.1955], [-0.2789, -0.5179, -2.3577], [0.7490, -2.1924, -2.7710], [1.0599, -1.4228, -1.1521], [1.7633, -0.7233, -2.6207], [-0.2906, 0.1535, -1.5595]], "mulliken_charge": [-0.47, 0.03, -0.09, -0.53, 0.15, -0.34, 0.37, 0.40, 0.40, -0.47, -0.54, 0.25, 0.25, 0.19, 0.41], "orbital_gap_ev": 7.83, "total_charge": 0, "de_lowest_kj_mol": 253.3}

=====

{"formula": "C5H7NO2", "method": "ωB97M-V with the def2-TZVPD basis set", "species": ["C", "O", "C", "C", "C", "N", "C", "O", "H", "H", "H", "H", "H", "H", "H"], "coordinates": [[-0.7166, -0.6295, -1.9890], [-0.5039, -0.8413, -0.6107], [0.7452, -0.4691, -0.1464], [1.0203, 0.9905, 0.1167], [0.7799, 0.0580, 1.2767], [-0.3491, 0.1584, 2.0807], [-1.5036, 0.3021, 2.3176], [-2.5829, 0.4319, 2.7207], [-0.4087, 0.3755, -2.3004], [-1.7871, -0.7497, -2.1431], [-0.1680, -1.3684, -2.5861], [1.5765, -1.0984, -0.4626], [0.2352, 1.6960, -0.1144], [2.0211, 1.3656, -0.0338], [1.6419, -0.2217, 1.8741]], "mulliken_charge": [-0.73, -0.31, -0.06, -0.71, -0.01, -0.31, 0.54, -0.47, 0.32, 0.24, 0.27, 0.36, 0.30, 0.24, 0.34], "orbital_gap_ev": 10.44, "total_charge": 0, "de_lowest_kj_mol": 165.2}

=====

{"formula": "C5H7NO2", "method": "ωB97M-V with the def2-TZVPD basis set", "species": ["C", "C", "O", "C", "C", "N", "C", "O", "H", "H", "H", "H", "H", "H", "H"], "coordinates": [[-0.0605, 1.7037, -0.9198], [-1.1106, 0.8928, -1.1311], [-1.8585, 0.5300, 0.0240], [-1.2255, 0.2870, 1.2087], [-0.1277, -0.4419, 1.2848], [0.5176, -0.8534, 0.0809], [1.5683, -1.6561, -0.1299], [2.1060, -1.9390, -1.1870], [0.5588, 1.8504, -1.7541], [0.2002, 2.2036, 0.0003], [-1.4960, 0.4158, -1.9334], [-1.6344, 0.5119, 2.2052], [0.4749, -0.7516, 2.2636], [0.1212, -0.7455, -0.8291], [1.9662, -2.0078, 0.8169]], "mulliken_charge": [-0.57, -0.44, -0.40, -0.30, 0.05, 0.05, 0.05, -0.56, 0.32, 0.28, 0.54, 0.32, 0.22, 0.20, 0.26], "orbital_gap_ev": 9.70, "total_charge": 0, "de_lowest_kj_mol": 281.7}